# 1
Computed, not measured: a structure of composition C33H35BrClN4O15PS, with wB97M-V/def2-TZVPD.

Properties
E = -174139.8473 eV
Multiplicity = 1
ΔE to the lowest compared entry with this formula, charge and spin = 0.00 kcal/mol
E_HOMO = -9.54 eV
Charge = 0
Gap between HOMO and LUMO = 0.3128 Ha
Strongest force on any atom = 0.065 hartree/bohr
LUMO energy = -1.03 eV

Each line ends with the Löwdin charge.
Cartesian coordinates (Å):
C: -0.51599 -3.48034 -1.95921  -0.10
C: -1.67147 -3.03296 -1.04842  -0.29
C: -1.33523 -1.72441 -0.29295  -0.63
Br: -1.56334 -1.98069 1.63375  0.85
C: -2.01698 -0.44703 -0.80425  -0.53
P: -1.83193 -0.45962 -2.69785  0.67
O: -0.37921 0.26801 -2.87567  -0.29
Cl: -3.21304 0.86600 -3.50930  0.32
O: -1.07353 0.61682 -0.37520  -0.23
S: -1.90892 1.89746 0.10468  0.57
O: -1.26416 2.67930 1.06776  -0.19
O: -2.37056 2.63750 -0.99502  -0.22
O: -3.05033 1.00516 0.82190  -0.14
C: -3.34843 0.02889 -0.20426  -0.37
C: -4.46315 -0.94876 0.12094  -0.12
C: -5.05117 -1.47301 -1.19498  -0.17
C: -6.13160 -0.56474 -1.81736  -0.09
C: -6.79286 -1.34026 -2.95646  -0.56
O: -6.52686 -1.13218 -4.06969  0.13
O: -7.66415 -2.28633 -2.57917  0.13
H: -0.49265 -4.56053 -2.06410  0.08
H: 0.44743 -3.15961 -1.56907  0.06
H: -0.60920 -3.07326 -2.96463  0.05
H: -2.56652 -2.96642 -1.66185  0.08
H: -1.82407 -3.81778 -0.31776  0.08
H: -0.27188 -1.56517 -0.43144  0.08
H: -0.14657 0.15173 -3.80787  0.06
H: -3.81743 0.66055 -0.96883  0.09
H: -5.19689 -0.41181 0.71645  0.13
H: -4.14228 -1.79346 0.72483  0.08
H: -4.25944 -1.58510 -1.93906  0.08
H: -5.47474 -2.46721 -1.04787  0.12
H: -6.87549 -0.23826 -1.09076  0.13
H: -5.67737 0.31997 -2.24605  0.08
H: -7.51025 -2.46118 -1.64188  0.11
C: 4.39234 0.43136 0.93298  -0.06
C: 4.23881 -0.53820 -0.04883  -0.05
C: 3.45504 -1.65470 0.19353  -0.01
C: 2.82969 -1.78343 1.42092  -0.16
C: 2.98068 -0.82975 2.41135  -0.02
C: 3.76741 0.28363 2.16392  -0.07
N: 1.97587 -2.95222 1.67411  -0.35
O: 1.87152 -3.78130 0.78482  0.06
O: 1.41340 -3.01834 2.74734  0.04
H: 5.00136 1.30411 0.73756  0.10
H: 4.72851 -0.42177 -1.00604  0.11
H: 3.33700 -2.40735 -0.57259  0.12
H: 2.49382 -0.93805 3.36988  0.13
H: 3.89113 1.03619 2.92745  0.10
C: 6.00006 6.45268 4.74388  -0.07
C: 6.62479 6.43016 3.50441  -0.06
C: 6.81713 5.22724 2.84647  0.00
C: 6.37531 4.05860 3.44025  -0.14
C: 5.75728 4.06441 4.67810  0.00
C: 5.57061 5.27072 5.33149  -0.06
N: 6.55644 2.78363 2.73405  -0.33
O: 7.11768 2.80544 1.65720  0.09
O: 6.12674 1.77265 3.26625  0.04
H: 5.84635 7.39506 5.25333  0.11
H: 6.95966 7.35210 3.04931  0.11
H: 7.30346 5.21200 1.88211  0.12
H: 5.41965 3.14622 5.13622  0.12
H: 5.08674 5.29041 6.29829  0.11
C: 5.87631 -2.16121 3.92998  -0.05
C: 5.92729 -3.53269 4.14019  -0.06
C: 6.71700 -4.05065 5.15362  0.00
C: 7.44489 -3.18375 5.94821  -0.15
C: 7.40956 -1.81584 5.74601  0.00
C: 6.61984 -1.30398 4.72906  -0.05
N: 8.26640 -3.72802 7.04044  -0.35
O: 8.29160 -4.93598 7.18012  0.08
O: 8.86957 -2.93714 7.74121  0.07
H: 5.25592 -1.76036 3.14129  0.08
H: 5.34789 -4.19907 3.51492  0.11
H: 6.75531 -5.11785 5.31577  0.12
H: 7.98565 -1.14760 6.36920  0.12
H: 6.58058 -0.23704 4.56020  0.09
C: -9.00217 -0.12656 -7.03206  -0.06
C: -9.54015 0.54320 -8.12295  -0.07
C: -9.26783 1.88758 -8.31506  -0.01
C: -8.45371 2.54429 -7.41044  -0.15
C: -7.91635 1.89157 -6.31541  0.00
C: -8.19406 0.54700 -6.12619  -0.05
N: -8.14332 3.96625 -7.62455  -0.35
O: -8.64710 4.51592 -8.58606  0.07
O: -7.39925 4.50788 -6.82923  0.07
H: -9.21207 -1.17872 -6.88727  0.11
H: -10.17048 0.01591 -8.82637  0.11
H: -9.68721 2.40699 -9.16414  0.12
H: -7.28475 2.41475 -5.61217  0.12
H: -7.77760 0.02233 -5.27549  0.07

Force components x, y, z for each atom (eV/Å):
C -0.05 0.14 -0.19
C 0.48 -0.24 -0.06
C -0.47 -0.50 -0.50
Br 0.13 0.28 -0.12
C 1.69 1.16 0.57
P -0.45 -1.25 -1.20
O -0.59 0.15 0.37
Cl 0.28 0.11 0.51
O -0.45 0.56 0.40
S 0.05 -0.22 0.98
O 1.18 -0.32 1.57
O -1.11 -0.25 -1.63
O 0.60 -0.10 -0.59
C -1.66 0.67 -1.01
C 0.49 -0.48 0.25
C -0.45 0.41 0.12
C 0.08 -0.45 -0.04
C 0.26 0.66 3.10
O 0.38 0.22 -3.29
O -0.14 -0.57 0.15
H -0.03 -0.14 0.07
H 0.11 -0.11 0.14
H -0.03 0.13 -0.04
H -0.24 0.14 0.18
H -0.17 -0.03 0.16
H 0.14 0.21 0.22
H 0.22 0.03 0.08
H 0.16 -0.15 -0.25
H -0.19 0.09 -0.06
H 0.21 0.06 0.08
H 0.00 -0.15 -0.06
H 0.14 -0.11 0.17
H -0.03 -0.16 0.18
H 0.02 0.13 -0.11
H -0.40 -0.02 0.02
C 0.00 0.04 -0.01
C -0.01 0.07 0.12
C 0.05 -0.09 -0.28
C 0.13 0.19 -0.06
C -0.16 0.20 0.25
C -0.12 -0.07 -0.21
N -0.12 -0.10 0.04
O -0.04 0.12 0.08
O 0.17 -0.08 -0.07
H 0.04 -0.04 0.01
H -0.01 -0.03 0.00
H -0.09 -0.08 0.10
H -0.08 -0.15 -0.07
H -0.02 -0.03 0.03
C 0.00 0.02 0.01
C -0.06 -0.02 0.12
C 0.13 0.12 -0.24
C -0.05 0.22 0.14
C -0.13 -0.16 0.20
C 0.04 0.10 -0.07
N 0.06 -0.08 0.00
O -0.09 -0.04 0.10
O 0.17 0.22 -0.05
H 0.01 -0.01 0.00
H 0.01 -0.02 -0.02
H -0.03 -0.15 0.00
H 0.05 -0.06 -0.12
H 0.00 -0.03 -0.01
C 0.03 -0.07 -0.02
C 0.02 0.14 0.01
C -0.09 -0.28 -0.07
C -0.14 0.10 -0.18
C 0.06 0.25 0.07
C -0.05 -0.09 -0.01
N 0.11 -0.07 0.12
O 0.00 0.15 -0.02
O -0.07 -0.10 -0.10
H 0.05 0.01 -0.02
H 0.02 -0.02 0.02
H 0.09 0.03 0.13
H 0.05 -0.13 0.08
H 0.02 0.00 -0.01
C -0.02 0.00 -0.02
C 0.07 -0.05 0.12
C -0.16 0.00 -0.26
C -0.02 -0.24 0.04
C 0.13 0.00 0.20
C -0.11 -0.03 0.01
N 0.02 0.16 -0.02
O 0.06 -0.06 0.12
O -0.10 -0.06 -0.10
H 0.01 0.01 0.01
H 0.00 0.03 -0.01
H 0.09 0.13 0.05
H -0.01 0.12 -0.10
H -0.04 0.11 -0.21

---

# 2
Computed, not measured: a structure of composition C5H11NO2, with wB97M-V/def2-TZVPD.

Properties
E = -10943.5910 eV
Multiplicity = 1
ΔE to the lowest compared entry with this formula, charge and spin = 130.89 kcal/mol
E_HOMO = -8.18 eV
Charge = 0
Gap between HOMO and LUMO = 0.3253 Ha
Strongest force on any atom = 0.005 hartree/bohr
LUMO energy = 0.67 eV

Each line ends with the Löwdin charge.
Cartesian coordinates (Å):
C: 1.42907 1.39320 1.14866  -0.30
C: -0.67843 1.05872 2.18347  -0.10
O: 0.72443 0.86007 2.24629  -0.16
O: 1.07557 0.82967 -0.08448  -0.12
H: 1.33504 -0.14161 -0.12375  0.02
H: 2.48253 1.21750 1.38154  0.13
H: 1.23959 2.47098 1.05697  0.12
H: -1.13122 0.49121 1.36427  0.07
H: -0.92739 2.12187 2.05772  0.09
H: -1.09103 0.70713 3.12805  0.09
C: 0.19497 -2.16681 -1.23381  -0.10
C: -1.77696 -0.41211 -2.37667  -0.01
C: 1.24274 -1.95660 -0.57735  -0.06
N: -0.81011 -0.55740 -1.58482  0.04
H: -0.50486 -2.79949 -1.74746  0.05
H: -2.19019 -1.29124 -2.87331  0.08
H: -2.23030 0.55433 -2.60061  0.08
H: -0.39271 0.25897 -1.11576  0.07
H: 2.00928 -2.63840 -0.24895  0.02

Force components x, y, z for each atom (eV/Å):
C -0.11 -0.09 0.00
C 0.16 0.03 -0.04
O -0.10 0.08 -0.20
O 0.07 -0.05 0.22
H -0.07 0.19 0.02
H -0.06 0.00 -0.02
H -0.03 -0.07 0.04
H 0.04 0.02 0.04
H 0.06 -0.07 0.00
H 0.03 0.02 -0.05
C 0.17 0.08 0.13
C 0.13 0.01 0.11
C -0.20 0.01 -0.14
N 0.01 -0.08 -0.07
H -0.03 0.04 -0.02
H 0.04 0.02 0.03
H 0.05 -0.05 0.05
H -0.10 -0.05 -0.08
H -0.04 -0.03 -0.02

---

# 3
Computed, not measured: the ion C5H9N2 with charge +1, with wB97M-V/def2-TZVPD.

Properties
E = -8302.1713 eV
Multiplicity = 1
ΔE to the lowest compared entry with this formula, charge and spin = 82.12 kcal/mol
E_HOMO = -15.15 eV
SMILES = CC1(C)C=NC=[NH+]1
Charge = +1
Gap between HOMO and LUMO = 0.3514 Ha
Strongest force on any atom = 0.089 hartree/bohr
LUMO energy = -5.59 eV

Each line ends with the Löwdin charge.
Cartesian coordinates (Å):
C: -0.59114 0.55047 -1.40501  0.16
C: -0.00243 -0.27349 0.19247  -0.39
C: 0.14270 0.59902 1.44170  0.00
C: -0.99414 -1.35079 0.20637  -0.01
N: -0.38764 -2.42133 -0.20688  0.13
C: 0.92573 -2.20432 -0.34612  0.00
N: 1.22050 -0.91089 -0.13913  0.16
H: 0.35830 0.94767 -1.72673  0.08
H: -1.14505 1.37413 -1.12834  0.04
H: -1.34314 -0.09870 -1.79945  0.07
H: 0.56578 1.58589 1.27495  0.09
H: 0.68954 -0.00008 2.23822  0.13
H: -0.82473 0.80035 1.82741  0.07
H: -1.97139 -1.39132 0.62935  0.15
H: 1.53403 -2.91965 -0.72099  0.12
H: 2.13608 -0.50963 -0.12987  0.18

Force components x, y, z for each atom (eV/Å):
C 1.39 -1.20 3.26
C -1.23 2.83 -0.58
C 0.44 -0.65 0.30
C 3.06 -0.08 0.13
N -1.06 -2.25 0.11
C -1.95 4.13 0.27
N -1.02 -2.74 -0.44
H -0.01 -0.79 -1.17
H -1.15 1.93 1.25
H 0.70 -0.76 -1.32
H 0.51 -0.19 -0.13
H -0.47 0.93 -1.00
H -1.02 0.11 0.42
H -0.80 0.43 -0.29
H 2.23 -2.06 -0.76
H 0.38 0.36 -0.07

---

# 4
Computed, not measured: a structure of composition C5H7N2, with wB97M-V/def2-TZVPD.

Properties
E = -8265.0559 eV
Multiplicity = 1
ΔE to the lowest compared entry with this formula, charge and spin = 178.06 kcal/mol
E_HOMO = -15.14 eV
Charge = +1
Gap between HOMO and LUMO = 0.3467 Ha
Strongest force on any atom = 0.101 hartree/bohr
LUMO energy = -5.70 eV

Each line ends with the Löwdin charge.
Cartesian coordinates (Å):
C: -2.68734 -0.52038 0.24085  0.39
C: -1.76994 0.40298 0.06468  -0.29
C: 0.14000 0.69266 0.09028  -0.24
C: 1.54065 0.98756 -0.09868  0.05
C: -0.16587 -1.80118 0.12753  -0.04
N: -0.51778 -0.43834 0.29847  -0.01
N: -0.96213 1.48972 -0.01722  0.21
H: 1.80950 0.90621 -1.15219  0.12
H: 2.29716 0.60988 0.55611  0.10
H: 1.64585 2.09840 0.19743  0.14
H: 0.07560 -1.99201 -0.98879  0.14
H: 0.61824 -2.25413 0.73124  0.10
H: -0.94738 -2.64894 0.22471  0.13
H: -1.07657 2.46757 -0.27439  0.20

Force components x, y, z for each atom (eV/Å):
C -0.50 0.55 -0.21
C -0.67 -2.04 0.72
C -0.19 -0.54 0.36
C 0.59 3.48 0.30
C -0.31 -4.21 -3.01
N -0.55 0.83 0.31
N 1.18 1.21 -0.47
H 0.11 -0.14 0.02
H -0.01 -1.28 0.32
H -0.25 -1.30 -0.87
H 0.10 0.53 1.68
H 0.38 1.09 0.28
H 0.32 2.28 0.38
H -0.18 -0.45 0.19

---

# 5
Computed, not measured: a structure of composition C11H10AuBrNS, with wB97M-V/def2-TZVPD.

Properties
E = -97627.4887 eV
Multiplicity = 3
E_HOMO (spin up / spin down) = -3.73 / -3.62 eV
Charge = -1
Gap between HOMO and LUMO (spin up / spin down) = 0.2439 / 0.1366 Ha
Strongest force on any atom = 0.092 hartree/bohr
LUMO energy (spin up / spin down) = 2.91 / 0.10 eV

Each line ends with the Löwdin charge.
Cartesian coordinates (Å):
C: 2.44684 0.69298 -0.30092  -0.13
C: 1.55110 1.81728 -0.61815  -0.32
C: 0.85009 2.13477 0.63925  -0.14
H: 1.60752 2.46448 -1.48903  0.08
C: 1.35249 1.28785 1.64026  -0.11
C: 2.32621 0.40852 1.06592  -0.12
H: 2.91888 -0.31152 1.62385  0.09
H: 3.13130 0.22073 -1.00189  0.10
H: 0.10254 2.91102 0.75992  0.09
H: 1.09202 1.33519 2.69645  0.10
Au: -0.10939 0.54816 -1.16442  0.69
Br: -2.01113 2.04217 -1.53570  -0.08
C: -1.54861 -1.88812 -0.31170  -0.11
C: -0.45704 -2.53979 0.29560  -0.12
C: 0.67712 -2.44918 -0.55453  -0.12
H: -0.49186 -3.07718 1.24459  0.09
C: 0.32956 -1.68825 -1.71071  -0.23
C: -1.12012 -1.37153 -1.59509  -0.29
H: -1.75780 -1.03853 -2.41158  0.07
H: -2.54188 -1.75847 0.11271  0.08
H: 1.63719 -2.93754 -0.38577  0.10
H: 0.92394 -1.59156 -2.61917  0.08
S: -2.44044 0.74357 2.01836  0.35
C: -3.74585 1.67935 1.84749  -1.10
N: -4.72267 2.36559 1.75427  -0.05

Force components x, y, z for each atom (eV/Å):
C -1.01 1.49 -1.21
C 0.47 -0.32 1.10
C 0.74 0.10 -1.57
H 0.09 -0.09 0.23
C 1.64 -1.50 0.18
C -1.21 1.11 1.88
H -0.28 0.02 -0.20
H -0.18 0.17 0.16
H 0.12 -0.16 -0.03
H -0.13 -0.16 -0.42
Au 0.29 -1.14 0.30
Br -0.47 0.55 -0.31
C 0.48 -0.32 0.21
C 0.28 -0.24 -0.50
C -0.79 -0.34 1.05
H 0.05 0.38 -0.29
C -2.02 0.71 -0.58
C 1.88 0.05 -0.51
H 0.07 -0.32 0.24
H 0.32 -0.01 -0.11
H -0.24 0.32 0.02
H -0.25 -0.19 0.27
S 1.50 -1.05 0.20
C -3.86 2.71 -0.29
N 2.54 -1.77 0.19

---

# 6
Computed, not measured: a structure of composition CH14CuO10, with wB97M-V/def2-TZVPD.

Properties
E = -66379.3277 eV
Multiplicity = 1
ΔE to the lowest compared entry with this formula, charge and spin = 5.32 kcal/mol
E_HOMO = -1.82 eV
Charge = -1
Gap between HOMO and LUMO = 0.1610 Ha
Strongest force on any atom = 0.127 hartree/bohr
LUMO energy = 2.56 eV

Each line ends with the Löwdin charge.
Cartesian coordinates (Å):
Cu: 0.09681 0.46004 0.39681  0.17
C: 0.27881 -0.46496 -1.49019  -0.78
O: -0.89319 -0.54596 -0.79419  -0.20
O: 1.27181 0.02304 -0.81119  -0.17
O: 0.21681 -0.26496 -2.73919  -0.03
O: 0.03381 -3.07896 0.12681  -0.03
H: -0.26019 -2.33596 -0.34419  -0.03
H: 0.97781 -3.02096 0.18481  0.00
O: 2.65181 -2.11896 -0.06919  -0.05
H: 3.58281 -2.08896 0.00781  0.01
H: 2.31981 -1.22396 -0.28019  0.01
O: 0.79781 2.51204 -1.67919  -0.10
H: 0.79681 1.54304 -1.52119  -0.02
H: 0.05081 2.71404 -2.29719  0.05
O: -0.10919 -0.85596 1.89181  -0.06
H: -1.06219 -0.81796 2.12081  0.08
H: -0.00019 -1.70296 1.41181  0.03
O: -3.44219 0.03904 -0.49519  -0.10
H: -3.88019 -0.24896 -1.31419  0.04
H: -2.51319 -0.25496 -0.55819  -0.02
O: 1.39881 1.94004 1.33081  -0.04
H: 1.43681 2.89804 1.21681  0.06
H: 1.50581 1.74504 2.27181  0.06
O: -1.52619 1.54904 0.90381  -0.02
H: -2.48819 1.47604 0.92981  0.06
H: -1.24219 2.12504 1.59981  0.05

Force components x, y, z for each atom (eV/Å):
Cu -0.92 3.45 5.31
C -3.46 3.41 -4.39
O 0.11 -3.75 -2.51
O 4.43 -2.63 -2.35
O 0.53 -1.90 1.22
O -0.33 -2.27 1.80
H -1.02 2.07 -1.51
H 1.19 0.12 -0.28
O -1.01 -0.70 0.25
H 1.31 0.16 0.07
H -0.22 0.50 -0.32
O -0.99 0.98 -0.75
H 0.28 0.55 -0.36
H 1.08 -0.68 0.91
O -0.89 -0.98 2.08
H 0.79 -0.17 -0.30
H -0.19 -0.06 0.09
O -1.13 0.07 0.03
H 0.54 0.17 0.54
H 0.52 -0.16 -0.65
O 0.27 0.48 0.72
H 0.07 0.06 -0.08
H 0.10 0.15 -0.12
O -0.99 0.64 0.29
H -0.09 -0.15 -0.27
H 0.01 0.63 0.58

---

# 7
Computed, not measured: a structure of composition C3H6IN2, with wB97M-V/def2-TZVPD.

Properties
E = -14279.8833 eV
Multiplicity = 1
ΔE to the lowest compared entry with this formula, charge and spin = 51.42 kcal/mol
E_HOMO = -14.23 eV
Charge = +1
Gap between HOMO and LUMO = 0.3424 Ha
Strongest force on any atom = 0.092 hartree/bohr
LUMO energy = -4.91 eV

Each line ends with the Löwdin charge.
Cartesian coordinates (Å):
C: -0.49965 -1.59594 -0.25534  -0.19
C: 0.96498 -0.17736 0.68651  -0.08
C: -1.03127 -0.23648 -0.64071  -0.57
N: 0.55452 -1.53692 0.42295  0.10
N: -0.26892 0.68938 0.26489  0.03
I: -3.20496 0.00488 0.03194  0.83
H: -0.89681 -2.47352 -0.63580  0.11
H: 1.05697 -0.19914 1.70950  0.10
H: 1.90862 0.21872 0.17995  0.17
H: -0.90040 0.04670 -2.00773  0.24
H: -0.83566 0.95292 1.04363  0.09
H: -0.07525 1.55422 -0.21733  0.17

Force components x, y, z for each atom (eV/Å):
C 0.77 2.47 -0.20
C 0.10 -0.11 -1.96
C -2.06 0.69 -3.13
N 0.94 0.11 -0.53
N 1.06 -0.92 -1.26
I 1.52 -0.26 -0.81
H -0.92 -1.65 -0.42
H 0.41 1.01 2.49
H -1.37 -0.89 0.47
H -0.40 -0.78 4.66
H -0.59 -0.04 0.96
H 0.53 0.36 -0.27

---

# 8
Computed, not measured: the ion C4H6N3 with charge +1, with wB97M-V/def2-TZVPD.

Properties
E = -8701.4207 eV
Multiplicity = 1
ΔE to the lowest compared entry with this formula, charge and spin = 163.35 kcal/mol
E_HOMO = -13.98 eV
SMILES = C[NH+]=C=NN1C=C1
Charge = +1
Gap between HOMO and LUMO = 0.3224 Ha
Strongest force on any atom = 0.091 hartree/bohr
LUMO energy = -5.20 eV

Each line ends with the Löwdin charge.
Cartesian coordinates (Å):
C: 0.73571 2.00404 -1.10249  0.04
N: 0.91587 0.49997 -1.12749  0.06
C: 0.50715 -0.30360 -0.23102  -0.06
N: 0.56998 -1.07718 0.65876  0.19
N: -0.17228 -1.25927 1.77339  -0.03
C: -1.45851 -1.08395 1.21929  0.02
C: -1.15508 -2.23642 1.70142  0.04
H: -0.22245 2.13801 -0.64192  0.08
H: 0.58392 2.21991 -2.17730  0.12
H: 1.54651 2.46293 -0.59985  0.09
H: 1.41847 0.20139 -1.95995  0.18
H: -1.94191 -0.22816 0.84207  0.13
H: -1.32738 -3.33769 1.64510  0.15

Force components x, y, z for each atom (eV/Å):
C -1.28 -1.80 -1.28
N 0.17 1.33 -1.20
C 2.69 -0.98 -0.10
N 2.40 1.50 -2.05
N 1.65 1.42 2.36
C -2.79 -1.56 2.19
C -3.22 -2.80 -1.90
H -0.27 0.63 0.48
H 0.50 0.51 0.77
H 0.69 0.61 0.24
H -0.47 -0.68 0.22
H -0.59 0.61 -0.28
H 0.52 1.24 0.55